Computed, not measured: a single C4H9N molecule in a non-equilibrium geometry, with ωB97M-V with the def2-TZVPD basis set.

Last column: Löwdin charge in e.
Atoms and positions in Å:
C: -1.0164 0.4447 -0.5827  -0.166
C: -0.5030 0.7093 0.8253  -0.173
C: 0.6696 -0.2728 1.1048  -0.225
N: 0.8927 -0.9915 -0.1452  -0.083
C: 0.1049 -0.4101 -1.2487  -0.215
H: -1.0800 1.3281 -1.1991  0.094
H: -1.9291 -0.1398 -0.6149  0.100
H: -1.2168 0.5237 1.6182  0.097
H: -0.1006 1.7052 0.9468  0.095
H: 1.4975 0.2559 1.5866  0.104
H: 0.3582 -0.9949 1.8153  0.078
H: 1.8435 -1.1612 -0.4298  0.095
H: -0.2258 -1.2733 -1.8252  0.100
H: 0.7052 0.2767 -1.8513  0.098

## Properties
Charge: 0
Lowest unoccupied orbital energy, eV: 1.18
HOMO-LUMO gap, Ha: 0.349
SMILES: C1CCNC1
M, g/mol: 71.1

***

Computed, not measured: 8 unconnected molecules or ions with the total composition C14H37Cl10O12P3 in a non-equilibrium geometry, with ωB97M-V with the def2-TZVPD basis set.

Last column: Löwdin charge in e.
Atoms and positions in Å:
C: 2.2309 5.2305 -5.3395  -0.045
O: 2.1596 3.8889 -4.7733  -0.228
P: 2.4147 3.3767 -3.3141  0.368
O: 3.8273 3.1205 -2.8923  -0.251
O: 1.5180 2.0415 -3.3563  -0.256
C: 2.1515 0.7421 -3.2547  -0.063
O: 1.5435 4.4348 -2.5091  -0.213
C: 1.2496 4.0890 -1.1213  -0.087
H: 1.6335 5.9447 -4.7885  0.075
H: 1.8462 5.1499 -6.3507  0.090
H: 3.2802 5.4970 -5.1373  0.099
H: 2.9304 0.7491 -4.0326  0.101
H: 1.3903 0.0703 -3.5009  0.046
H: 2.4753 0.5555 -2.2265  0.096
H: 1.1064 4.9717 -0.5045  0.086
H: 2.0392 3.4560 -0.7917  0.070
H: 0.3133 3.5445 -1.0582  0.029
C: -1.9570 0.7997 2.3526  -0.082
O: -0.8065 -0.1563 2.3643  -0.222
P: 0.2029 0.0638 1.1499  0.402
O: -0.2350 -0.3469 -0.1914  -0.244
O: 1.5659 -0.6403 1.6414  -0.233
C: 1.8333 -2.0194 1.6485  -0.090
O: 0.5457 1.6259 1.1016  -0.256
C: 1.2130 2.2220 2.2575  -0.062
H: -2.6355 0.6983 1.5142  0.032
H: -1.5424 1.8405 2.4117  0.055
H: -2.5324 0.5953 3.2638  0.079
H: 2.9264 -2.0695 1.6097  0.093
H: 1.3421 -2.4441 0.7620  0.078
H: 1.4933 -2.4523 2.6107  0.109
H: 0.5928 2.3087 3.1069  0.059
H: 1.3358 3.2327 1.9143  0.068
H: 2.1455 1.6488 2.4149  0.103
C: 3.3977 -4.1017 -0.4833  -0.097
O: 2.0062 -4.2597 -0.2701  -0.278
P: 1.3835 -5.7442 0.0364  0.441
O: 2.0841 -6.6159 1.0016  -0.230
O: -0.1479 -5.3337 0.3765  -0.273
C: -0.9503 -6.4090 0.8764  -0.090
O: 1.2033 -6.4451 -1.3858  -0.220
C: 0.5834 -5.7169 -2.4062  -0.134
H: 3.8634 -4.4467 0.4053  0.075
H: 3.6251 -3.0378 -0.5922  0.093
H: 3.7181 -4.7216 -1.3324  0.101
H: -0.3602 -6.8223 1.7239  0.092
H: -1.1412 -7.0856 0.0537  0.084
H: -1.8597 -5.8281 1.2199  0.110
H: 0.5111 -4.6105 -2.3115  0.094
H: -0.3323 -6.2595 -2.6138  0.089
H: 1.2643 -5.8546 -3.2635  0.094
Cl: -4.7271 -0.7631 5.4907  0.455
C: -3.8719 -2.2031 4.8458  -0.935
Cl: -5.1008 -3.1333 3.8609  0.437
H: -3.0657 -1.8691 4.1889  0.010
H: -3.5773 -2.7845 5.7502  0.039
Cl: -1.7862 4.1060 0.6482  0.572
C: -3.4394 4.1125 0.0558  -0.993
Cl: -4.4240 2.9856 0.9906  0.542
H: -3.8687 5.0884 0.1123  0.025
H: -3.4473 3.8139 -0.9546  -0.017
Cl: -3.0261 1.0353 -1.9962  0.572
C: -1.4208 1.0235 -2.7243  -1.017
Cl: -1.5583 0.5703 -4.4209  0.538
H: -0.9068 2.0132 -2.5775  0.045
H: -0.9140 0.1995 -2.2259  -0.019
Cl: -3.4961 -2.0508 0.4958  0.523
C: -2.7872 -2.0888 -1.1140  -1.050
Cl: -2.6641 -3.7740 -1.6720  0.510
H: -3.3174 -1.4096 -1.7779  -0.029
H: -1.6977 -1.8197 -1.0002  0.005
Cl: -0.4179 5.5646 3.6140  0.485
C: 0.0821 5.7649 5.3187  -1.044
Cl: 1.4694 4.8448 5.7160  0.568
H: 0.2133 6.8119 5.4041  0.013
H: -0.6967 5.4851 5.9556  0.006

## Properties
Charge: 0
Lowest unoccupied orbital energy, eV: 0.31
HOMO-LUMO gap, Ha: 0.392
SMILES: COP(=O)(OC)OC.COP(=O)(OC)OC.COP(=O)(OC)OC.ClCCl.ClCCl.ClCCl.ClCCl.ClCCl
M, g/mol: 844.9

***

Computed, not measured: a single C2H4N2S2 molecule in a non-equilibrium geometry, with ωB97M-V with the def2-TZVPD basis set.

Last column: Löwdin charge in e.
Atoms and positions in Å:
C: -1.7088 -0.1461 -0.0946  -0.483
C: 1.9886 0.5354 0.5222  -0.468
N: -2.5096 -1.1370 -0.3155  -0.199
N: -3.0147 -2.0869 -0.6574  0.222
S: -0.4042 0.3164 -1.3566  0.449
S: 1.2595 -0.6422 -0.6681  0.390
H: -2.0855 0.5702 0.5011  0.007
H: 2.0481 1.6362 0.0052  0.093
H: 3.0238 0.3973 0.6897  0.004
H: 1.4028 0.5566 1.3739  -0.014

## Properties
Charge: 0
Lowest unoccupied orbital energy, eV: 0.11
HOMO-LUMO gap, Ha: 0.328
M, g/mol: 120.2

***

Computed, not measured: 2 unconnected molecules or ions with the total composition C6H11N2S in a non-equilibrium geometry, with ωB97M-V with the def2-TZVPD basis set.

Last column: Löwdin charge in e.
Atoms and positions in Å:
C: -0.5003 1.0038 0.0508  0.130
C: -1.5862 -1.1504 0.7618  -0.001
C: -0.1365 -1.1970 1.0899  -0.053
C: -0.5723 -0.3592 -0.0690  -0.465
C: -0.1665 -0.8152 -1.4068  -0.037
C: -0.3107 3.5153 0.6117  0.000
N: 2.4499 -2.3775 -0.6459  -0.540
N: -0.4533 2.1613 0.1763  0.211
S: 3.1448 -1.0430 -0.8334  0.657
H: -1.8769 -2.1039 0.4416  0.109
H: -2.3663 -0.6770 1.3568  0.129
H: 0.4210 -0.5513 1.8307  0.153
H: 0.2269 -2.1524 0.8384  0.090
H: 0.0185 -1.9298 -1.4205  0.119
H: 0.7112 -0.2879 -1.5266  0.005
H: -0.9503 -0.5305 -2.1056  0.110
H: -0.3052 3.6621 1.6265  0.073
H: -0.9624 4.2670 0.0851  0.132
H: 0.7321 3.8353 0.3753  0.124
H: 2.4826 -3.2696 -1.2370  0.055

## Properties
Charge: +1
Lowest unoccupied orbital energy (spin up / spin down), eV: -4.16 / -4.12
HOMO-LUMO gap (spin up / spin down), Ha: 0.271 / 0.272
M, g/mol: 143.2

***

Computed, not measured: a single CH3NO2 molecule in a non-equilibrium geometry, with ωB97M-V with the def2-TZVPD basis set.

Last column: Löwdin charge in e.
Atoms and positions in Å:
O: 1.6984 0.8470 -0.1477  0.078
C: 1.2458 -0.2253 0.0528  -0.101
N: -0.5802 -0.1427 -0.0586  -0.041
O: -0.7923 1.2624 0.0458  -0.132
H: 1.4678 -1.2259 0.3145  0.099
H: -0.7258 -0.4880 0.8361  0.024
H: -0.6238 1.6534 -0.8069  0.074

## Properties
Charge: 0
Lowest unoccupied orbital energy, eV: 0.76
HOMO-LUMO gap, Ha: 0.360
SMILES: O=CNO
M, g/mol: 61.0